No. 1
Formula: C30H45BrGdO2P2
Source: the Open Molecules 2025 dataset
Level of theory: wB97M-V/def2-TZVPD

Geometry as XYZ:
```
81
Properties=species:S:1:pos:R:3
Gd -2.153 1.253 -0.718
C 0.100 -1.714 2.110
C 0.146 -0.423 2.708
C -2.040 -1.126 2.698
C -1.255 -2.138 2.104
C -1.178 -0.075 3.086
C 1.232 -2.577 1.698
H 2.191 -2.049 1.742
H 1.097 -2.977 0.680
H 1.326 -3.449 2.364
C -1.720 -3.484 1.725
H -1.315 -3.764 0.749
H -2.812 -3.540 1.672
H -1.375 -4.232 2.456
C -3.483 -1.221 2.984
H -3.687 -2.112 3.600
H -4.048 -1.304 2.044
H -3.841 -0.340 3.527
C -1.588 1.114 3.867
H -2.269 0.813 4.675
H -2.113 1.867 3.261
H -0.723 1.597 4.336
C 1.330 0.409 3.001
H 1.459 0.520 4.089
H 1.216 1.418 2.580
H 2.238 -0.043 2.598
C 3.577 -1.357 -1.870
C 4.755 -0.847 -1.476
C 5.050 0.602 -1.189
C 4.194 1.669 -1.945
C 2.965 2.125 -1.103
C 2.810 1.105 -0.073
C 1.971 -0.018 -0.442
C 2.279 -0.599 -1.852
H 6.101 0.797 -1.423
H 3.910 1.314 -2.944
H 4.959 0.777 -0.100
H 2.271 0.214 -2.586
H 3.491 -2.379 -2.250
H 5.604 -1.521 -1.279
H 1.455 -1.276 -2.121
H 1.954 -0.842 0.282
H 3.060 1.317 0.961
H 0.933 0.361 -0.476
H 4.830 2.556 -2.086
H 3.226 3.090 -0.645
P 1.306 2.713 -1.987
C 1.308 2.090 -3.687
C 1.584 4.501 -2.261
P -0.432 2.553 0.549
C -0.385 2.661 -1.418
C 0.689 3.920 1.097
C -2.090 3.372 0.893
H 0.571 1.294 -3.814
H 2.309 1.744 -3.970
H 1.058 2.937 -4.335
H 1.409 4.706 -3.333
H 2.623 4.762 -2.036
H 0.904 5.116 -1.656
H -2.293 4.269 0.296
H -2.010 3.692 1.944
H -3.006 2.729 0.885
H -0.693 1.783 -2.134
H -1.001 3.549 -1.679
H 0.499 4.151 2.149
H 0.520 4.850 0.538
H 1.767 3.710 1.030
Br -0.630 -3.491 -1.810
C -2.494 -3.830 -1.590
C -2.956 -5.141 -1.730
C -4.294 -5.455 -1.445
C -5.197 -4.438 -1.105
C -4.750 -3.113 -1.041
C -3.401 -2.803 -1.246
C -2.945 -1.413 -1.013
O -2.092 -0.841 -1.794
O -3.430 -0.717 -0.034
H -2.266 -5.920 -2.057
H -4.630 -6.489 -1.505
H -6.244 -4.674 -0.891
H -5.439 -2.292 -0.829
```

The lowest unoccupied orbital energy (spin up / spin down) is -3.81 / -4.07 eV. As for the net charge: +1. The HOMO energy (spin up / spin down) is -7.27 / -7.08 eV. Its HOMO-LUMO gap (spin up / spin down) is 3.456 / 3.007 eV. As for the energy above the lowest of the compared OMol25 structures with the same formula, charge and spin: 11.0578 eV. As for the multiplicity: 8. As for the largest force on an atom: 7.5 eV/Å.

=====

No. 2
Formula: C5H8O
Source: the Open Molecules 2025 dataset
Level of theory: wB97M-V/def2-TZVPD

Geometry as XYZ:
```
14
Properties=species:S:1:pos:R:3
C 2.280 -0.476 0.208
C -0.008 0.739 -1.087
O -0.739 -0.322 -1.379
C -1.804 -0.538 -0.437
C -1.609 0.544 0.558
C -0.525 1.243 0.206
H 2.937 -1.201 -0.285
H 2.891 0.169 0.854
H 1.564 -1.025 0.843
H 1.783 0.121 -0.609
H -2.719 -0.458 -1.024
H -1.747 -1.543 -0.005
H -2.267 0.707 1.400
H -0.038 2.039 0.755
```

The lowest unoccupied orbital energy is 0.28 eV. As for the net charge: 0. The HOMO energy is -8.39 eV. Its HOMO-LUMO gap is 8.674 eV. As for the energy above the lowest of the compared OMol25 structures with the same formula, charge and spin: 3.5364 eV. As for the largest force on an atom: 1.3 eV/Å.

=====

No. 3
Formula: C5H13N3
Source: the Open Molecules 2025 dataset
Level of theory: wB97M-V/def2-TZVPD

Geometry as XYZ:
```
21
Properties=species:S:1:pos:R:3
C -3.524 -0.246 -0.688
C -2.237 -0.982 -0.508
C -1.469 -1.440 -1.533
N -0.159 -1.978 -1.329
H -3.827 -0.035 -1.737
H -4.364 -0.823 -0.213
H -3.482 0.711 -0.147
H -1.837 -1.121 0.496
H -1.716 -1.351 -2.595
H 0.019 -2.711 -2.022
H -0.042 -2.421 -0.386
C 1.213 2.175 0.960
N 2.586 2.301 1.477
C 3.258 1.190 1.547
N 2.947 -0.027 0.956
H 0.757 3.162 0.848
H 0.567 1.565 1.624
H 1.177 1.700 -0.042
H 4.246 1.168 2.013
H 2.295 -0.066 0.226
H 3.591 -0.772 1.054
```

The lowest unoccupied orbital energy is 0.87 eV. As for the net charge: 0. The HOMO energy is -8.26 eV. Its HOMO-LUMO gap is 9.125 eV. As for the energy above the lowest of the compared OMol25 structures with the same formula, charge and spin: 1.4385 eV. As for the largest force on an atom: 2.4 eV/Å. As for the structure (SMILES): C/C=C/N.C/N=C\N.

=====

> What is the net charge in the third record?

0